1.
Formula: C3H3ClIN
Source: OMol25
Level of theory: ωB97M-V/def2-TZVPD

Structure (XYZ):
```
9
Properties=species:S:1:pos:R:3:mulliken_charge:R:1
I 2.486 -0.576 -0.003 0.0712
H 0.268 -0.716 -1.364 0.4593
C 0.353 -0.818 -0.345 -1.2008
C -0.283 1.527 0.025 0.1177
C -0.481 0.189 0.413 0.3268
H -0.201 0.025 1.615 0.2844
H -0.019 -1.895 -0.262 0.4200
Cl -2.134 -0.351 0.060 -0.1522
N 0.012 2.614 -0.138 -0.3264
```

- HOMO energy: -0.367 Ha
- ΔE to the lowest compared entry with this formula, charge and spin: 53.6 kJ/mol
- Orbital gap: 10.02 eV
- SMILES: N#C[C@@H](Cl)CI
- E: -25271.5566 eV

2.
Formula: C2H7NO2S2
Source: OMol25
Level of theory: ωB97M-V/def2-TZVPD

Structure (XYZ):
```
14
Properties=species:S:1:pos:R:3:mulliken_charge:R:1
H -0.672 -0.515 -0.957 0.1853
S 2.247 -1.000 -0.502 0.1736
O 1.660 2.846 0.541 -0.4945
H 0.999 -2.146 0.739 0.2479
O 2.024 0.539 0.137 -0.3080
C -0.366 1.199 0.565 -0.5148
H -0.930 1.913 1.187 0.3862
N 2.008 -2.061 0.569 -0.5313
C -1.256 0.426 -0.563 -0.8554
H -1.495 1.037 -1.416 0.3237
H -0.033 0.544 1.276 0.2988
H -2.282 0.085 -0.187 0.3001
H 3.695 -0.947 -0.684 0.2013
S 1.102 1.854 -0.269 0.5869
```

- HOMO energy: -0.336 Ha
- ΔE to the lowest compared entry with this formula, charge and spin: 447.3 kJ/mol
- Orbital gap: 9.57 eV
- E: -29439.0918 eV

3.
Formula: C2H8NO2
Source: OMol25
Level of theory: ωB97M-V/def2-TZVPD

Structure (XYZ):
```
13
Properties=species:S:1:pos:R:3:mulliken_charge:R:1
H -0.668 -1.081 -2.502 0.2118
N 1.375 1.306 0.497 -0.8144
O 0.703 -0.803 1.525 -0.8214
C -1.083 -0.676 -1.556 -0.6326
C 0.544 0.523 1.637 -0.3525
H 0.615 1.419 -0.168 0.2918
H 1.832 0.463 0.138 0.3088
H -0.016 -1.018 0.321 0.4248
H -1.012 0.420 -1.622 0.2241
O -0.548 -1.383 -0.510 -0.5815
H -0.496 0.838 1.411 0.2577
H -2.133 -1.000 -1.730 0.2266
H 0.888 0.992 2.559 0.2568
```

- HOMO energy: -0.132 Ha
- ΔE to the lowest compared entry with this formula, charge and spin: 95.9 kJ/mol
- Orbital gap: 7.89 eV
- Total charge: -1
- E: -7788.1910 eV

4.
Formula: C5H17N2O
Source: OMol25
Level of theory: ωB97M-V/def2-TZVPD

Structure (XYZ):
```
25
Properties=species:S:1:pos:R:3:mulliken_charge:R:1
C -0.651 0.234 1.504 -0.9220
H -1.429 -2.877 -1.244 0.3395
H 2.533 0.240 1.450 0.3531
H -2.127 -0.276 -0.494 0.3569
C 1.434 1.681 -0.388 -1.3741
H 3.155 -0.884 0.271 0.4427
H -1.454 2.285 1.967 0.2445
C 1.282 0.132 -0.249 0.4619
H -0.032 -2.763 -2.230 0.3351
H 1.413 -0.108 -1.323 0.2819
H -1.227 1.013 -0.981 0.3091
H -2.707 1.093 1.592 0.2355
H 0.997 2.280 0.544 0.2201
O -0.863 -2.380 -1.894 -0.6880
H -0.949 -0.541 -1.694 0.3439
C 2.315 -0.471 0.652 -1.4750
N -1.684 1.430 1.380 -0.5887
H 0.159 0.729 2.079 0.3665
N -1.206 0.073 -0.918 -0.2309
C -0.189 -0.321 0.192 0.2943
H 1.890 -1.470 1.175 0.2863
H -1.162 -0.408 2.277 0.3145
H -0.254 -1.541 0.092 0.3155
H 2.381 2.097 -0.563 0.4548
H 0.797 2.115 -1.251 0.3227
```

- HOMO energy: -0.496 Ha
- ΔE to the lowest compared entry with this formula, charge and spin: 254.3 kJ/mol
- Orbital gap: 10.18 eV
- Total charge: +1
- E: -10480.2987 eV

5.
Formula: C6H10O
Source: OMol25
Level of theory: ωB97M-V/def2-TZVPD

Structure (XYZ):
```
17
Properties=species:S:1:pos:R:3:mulliken_charge:R:1
C 1.067 1.031 -0.015 -0.6327
H -0.200 2.699 0.048 0.3803
C -1.243 -0.565 0.296 -0.6263
H -1.615 0.769 -1.370 0.2805
H 0.167 -2.220 0.216 0.3125
H 1.966 1.617 0.168 0.3972
H -2.244 1.360 0.162 0.3380
H -0.227 -1.510 -1.341 0.3514
O 2.201 -0.951 0.759 -0.5631
C -1.395 0.837 -0.294 -0.6273
H -2.139 -1.165 0.102 0.3352
H -1.147 -0.473 1.387 0.2772
H 1.830 -0.759 1.630 0.3527
C -0.126 1.620 -0.077 -0.2954
C 1.292 -0.447 -0.215 0.2298
H 1.830 -0.576 -1.162 0.2687
C -0.017 -1.267 -0.291 -0.7787
```

- HOMO energy: -0.349 Ha
- ΔE to the lowest compared entry with this formula, charge and spin: 9.2 kJ/mol
- Orbital gap: 10.53 eV
- SMILES: O[C@@H]1C=CCCC1
- E: -8431.1447 eV

6.
Formula: C3H5F2N
Source: OMol25
Level of theory: ωB97M-V/def2-TZVPD

Structure (XYZ):
```
11
Properties=species:S:1:pos:R:3:mulliken_charge:R:1
H -0.566 -2.441 -0.122 0.2227
F 1.026 0.691 -1.358 -0.2929
H 0.279 -0.222 1.771 0.4027
H -1.461 0.146 -0.799 0.3285
H -2.089 -1.955 0.147 0.2447
C 0.135 0.261 0.834 -0.1916
F 0.059 1.638 0.827 -0.2988
C -0.771 -0.489 -0.162 -0.0245
N -1.114 -1.761 0.368 -0.6462
C 0.708 -0.285 -0.411 -0.1119
H 1.438 -1.082 -0.361 0.3674
```

- HOMO energy: -0.347 Ha
- ΔE to the lowest compared entry with this formula, charge and spin: 97.3 kJ/mol
- Orbital gap: 10.46 eV
- SMILES: N[C@@H]1[C@@H](F)[C@H]1F
- E: -10115.3244 eV

7.
Formula: C12H48N20O12
Source: OMol25
Level of theory: ωB97M-V/def2-TZVPD

Structure (XYZ):
```
92
Properties=species:S:1:pos:R:3:mulliken_charge:R:1
H -5.465 -0.698 1.616 0.3571
H 3.096 -0.500 3.666 0.2825
C -0.831 0.356 -0.204 0.3663
H -1.355 4.899 0.008 0.2342
O -2.376 2.486 1.933 -0.7684
H 3.006 -2.497 -4.559 0.2972
H 4.101 -3.767 -3.868 0.1827
H 5.279 -0.320 0.263 0.2939
O 0.798 0.687 5.289 -0.7992
H -1.043 1.431 -5.216 0.2689
H 3.668 -4.062 -1.540 0.2380
C 3.485 0.652 -0.255 0.0698
C 1.790 3.862 -0.374 -0.2044
H -3.631 4.922 0.187 0.1929
N 2.855 -0.527 2.641 -0.3996
H 0.601 3.355 -2.411 0.2178
C -0.589 -3.217 -1.294 -0.7615
O 1.911 5.073 0.248 -0.7827
C 2.758 -2.720 -2.615 0.2836
H -1.141 3.270 -2.372 0.1544
N -0.253 -0.558 0.502 2.8699
O -2.150 0.724 -0.167 -1.2045
H 3.088 -2.701 -0.707 0.1514
H 2.591 2.064 0.755 0.2877
H -2.984 -2.156 -4.854 0.2630
H 1.015 0.463 -1.310 -0.1759
O 2.637 0.708 -1.289 -0.9393
H -4.117 3.716 1.436 0.2940
H -0.330 -2.189 -1.483 0.1819
O -3.120 0.269 -3.670 -0.8438
N -1.224 1.996 -4.386 -0.2592
H 2.434 -3.662 2.394 0.2758
H 0.698 -0.945 0.243 -0.9879
N -1.274 1.139 4.147 -0.4366
H -4.366 -0.782 2.901 0.3961
O 1.115 2.495 -4.543 -0.7873
N -0.961 -3.379 2.133 -0.1301
H 3.047 0.330 2.107 0.3442
N -0.269 3.096 -2.820 -0.4319
H -1.733 1.309 5.097 0.2252
N -3.387 4.121 0.798 -0.4539
N 3.322 -3.175 -1.564 -0.2774
H -2.480 -1.401 2.111 0.4768
N 2.103 3.599 -1.591 -0.2180
N 0.543 0.860 2.940 0.1743
N 2.789 -2.756 2.795 -0.2567
C -0.153 2.480 -3.925 0.6401
H -0.444 1.448 -1.775 -0.3496
H 0.274 -3.594 -0.662 0.2375
C -4.392 -0.595 1.862 -1.0168
C 2.625 -1.715 1.990 -0.0882
H 1.083 2.962 1.303 0.4015
H 2.759 4.362 -2.006 0.2958
H -1.971 1.705 -3.799 0.2908
H -0.289 -4.247 2.117 0.3194
H -0.360 3.463 0.492 0.1710
H -0.623 -3.834 -2.178 0.4517
N 1.152 2.848 0.213 0.6942
H 1.459 0.323 2.940 0.1359
H -3.022 -1.996 -1.302 0.1453
H -0.015 0.606 2.086 -0.4315
C -0.894 -2.470 3.064 0.1494
O 2.322 -1.729 0.629 -0.2180
H 0.744 2.035 -0.281 -0.3315
H 4.714 -0.400 -1.346 0.3693
N 3.310 -3.085 -3.740 -0.4398
C -2.306 3.487 1.033 0.6313
H -3.117 -0.277 -1.271 0.0659
N -1.265 3.996 0.478 -0.1023
O 1.919 -1.604 -2.537 -0.4420
H -4.077 -2.165 0.686 0.2287
N 3.401 1.418 0.825 -0.3857
H -1.860 -4.253 -0.546 0.2101
N -3.084 -2.043 -3.793 -0.3342
H -1.683 1.663 3.326 0.5368
H -3.988 0.407 1.893 0.1607
H -1.525 -0.681 3.370 0.1694
N -3.244 -1.155 -1.844 -0.0807
H -0.833 -0.972 1.320 -0.8982
O -1.683 -3.332 -0.465 -0.4794
O -3.603 -1.391 1.068 -0.3134
O -0.096 -2.482 4.259 -0.7238
H -3.146 -2.937 -3.360 0.1524
C -3.049 -0.935 -3.092 0.5597
H 2.413 2.666 -1.839 0.2878
H 4.160 1.748 1.361 0.3030
C 0.030 0.848 4.162 0.4064
H 2.964 -2.774 3.790 0.1921
N 0.032 0.818 -1.096 0.9023
H -1.329 -3.145 1.206 0.1889
N -1.589 -1.447 2.711 -0.5918
N 4.630 0.110 -0.444 -0.3314
```

- HOMO energy: -0.300 Ha
- ΔE to the lowest compared entry with this formula, charge and spin: 1220.2 kJ/mol
- Orbital gap: 7.94 eV
- SMILES: NC(N)=O.NC(N)=O.NC(N)=O.NC(N)=O.NC(N)=O.NC(N)=O.NC(N)=O.NC(N)=O.NC(N)=O.NC(N)=O.CO.CO
- E: -67592.7652 eV

8.
Formula: C22H34NO2PS3SiV
Source: OMol25
Level of theory: ωB97M-V/def2-TZVPD

Structure (XYZ):
```
65
Properties=species:S:1:pos:R:3:mulliken_charge:R:1
C -4.680 0.952 -1.336 -0.6918
H 5.428 -0.027 -0.768 0.1793
C -2.110 2.565 -3.053 -1.3042
V -0.167 -1.514 -0.010 0.2900
H 1.169 -6.968 3.798 0.3030
H -1.696 3.474 -3.500 0.3867
H 3.081 4.647 -0.743 0.3358
H -1.535 0.838 1.863 0.1114
H 5.386 3.669 -2.142 0.2861
H 5.775 1.945 0.861 0.3255
C -2.475 -2.088 -0.656 1.4387
C 2.038 0.031 -0.649 0.2185
H 4.959 -2.469 -0.674 0.3482
C 2.573 3.675 -0.729 -0.9181
P -2.918 1.170 -0.763 0.5803
H -2.972 2.259 -3.653 0.3413
H -1.233 2.505 1.413 0.1796
C 4.921 2.627 0.828 -1.0963
C 3.354 0.542 -0.718 0.5082
C 4.990 2.649 -2.177 -1.1133
S -0.085 -4.001 0.129 -0.4371
N 1.820 -1.310 -0.574 0.0669
C -2.497 2.778 -1.589 -0.6921
H -4.408 -2.870 -0.137 0.2962
H -4.068 -2.818 -1.900 0.3165
H -3.272 -4.025 -0.867 0.3218
H 1.923 3.588 -1.601 0.2719
H 4.443 2.526 -3.116 0.3215
C 0.456 -4.284 1.794 0.1941
H 2.556 -3.204 -0.505 0.3577
H -1.356 1.778 -3.125 0.2520
H -5.841 2.187 0.029 0.2607
H -5.004 0.011 -0.879 0.2999
H 5.839 1.959 -2.196 0.3151
C 1.041 -3.592 4.036 -0.6310
C -3.649 -3.001 -0.908 -1.6501
C -1.991 1.828 1.815 -0.9467
H -3.981 1.131 1.390 0.4221
H -3.293 3.525 -1.491 0.5043
H 0.499 -6.391 1.488 0.3192
H -2.227 2.147 2.835 0.4085
C 1.211 -4.908 4.440 -0.4391
C 0.655 -5.603 2.219 -0.6061
H 1.922 3.613 0.144 0.2307
O -2.313 -1.608 0.502 -0.6294
C 4.399 -0.379 -0.729 -0.2481
H -5.398 3.008 -1.466 0.2606
H -1.623 3.149 -1.044 0.3418
H -3.697 2.811 0.892 0.4660
H 5.302 3.653 0.847 0.2928
H 4.333 2.459 1.734 0.3281
H -6.682 1.801 -1.471 0.4207
S 0.555 0.946 -0.608 -0.3665
Si 3.864 2.333 -0.699 0.1892
C -5.704 2.047 -1.045 -1.2956
H -4.629 0.759 -2.412 0.4426
C -3.249 1.812 0.945 -0.7920
C 4.156 -1.744 -0.674 -1.1327
O -1.667 -1.833 -1.596 -0.7076
S 0.546 -1.515 2.339 -0.3899
C 1.027 -5.930 3.515 -0.4548
C 0.681 -3.237 2.728 0.3948
H 1.190 -2.786 4.747 0.3268
C 2.839 -2.160 -0.590 -0.2065
H 1.489 -5.131 5.465 0.2933
```

- Multiplicity: 4
- HOMO energy (spin up / spin down): 0.002 / -0.022 Ha
- ΔE to the lowest compared entry with this formula, charge and spin: 65.9 kJ/mol
- Orbital gap (spin up / spin down): 4.49 / 5.13 eV
- ⟨S²⟩: 3.764
- Total charge: -2
- E: -104316.6509 eV